Entry from OMol25: 8 unconnected molecules or ions with the total composition C31H52NO22P (the ωB97M-V functional and the def2-TZVPD basis).

SMILES: C[C@@H]1COC(=O)O1.C[C@@H]1COC(=O)O1.C[C@@H]1COC(=O)O1.C[C@@H]1COC(=O)O1.C[C@@H]1COC(=O)O1.C[C@@H]1COC(=O)O1.C[C@@H]1COC(=O)O1.CCOCPN
E (eV): -88816.6116
Gap between HOMO and LUMO (eV): 9.130
Largest force on an atom (eV Å⁻¹): 0.57

```
! wB97M-V def2-TZVPD RIJCOSX def2/J DEFGRID3
* xyz 0 1
C -3.090 4.226 -1.288
C -4.283 4.078 -0.389
C -5.132 2.839 -0.612
O -6.443 3.292 -0.239
C -6.494 4.630 -0.403
O -7.480 5.293 -0.353
O -5.254 5.121 -0.637
H -2.402 3.413 -1.073
H -3.388 4.152 -2.334
H -2.588 5.180 -1.132
H -3.999 4.154 0.665
H -4.857 1.984 -0.006
H -5.144 2.554 -1.667
C 1.467 -0.958 -1.800
C 0.387 0.051 -2.060
C 0.636 1.454 -1.540
O -0.702 1.915 -1.274
C -1.465 0.837 -1.020
O -2.584 0.902 -0.591
O -0.829 -0.291 -1.338
H 2.357 -0.698 -2.375
H 1.725 -0.973 -0.741
H 1.160 -1.957 -2.103
H 0.112 0.086 -3.118
H 1.111 2.114 -2.261
H 1.185 1.453 -0.596
C -2.186 2.242 2.848
C -1.068 1.256 3.037
C -0.066 1.577 4.133
O 1.154 1.025 3.619
C 1.061 0.971 2.278
O 1.963 0.732 1.535
O -0.202 1.240 1.879
H -2.846 2.225 3.718
H -1.787 3.251 2.725
H -2.760 1.976 1.964
H -1.451 0.238 3.160
H -0.279 1.121 5.096
H 0.063 2.656 4.245
C 0.828 -4.758 2.012
C 1.503 -5.310 0.786
C 2.993 -5.548 0.908
O 3.451 -5.323 -0.441
C 2.581 -4.489 -1.040
O 2.758 -3.958 -2.094
O 1.478 -4.329 -0.283
H 0.826 -5.522 2.790
H 1.357 -3.877 2.376
H -0.204 -4.487 1.789
H 0.993 -6.203 0.419
H 3.272 -6.548 1.218
H 3.460 -4.803 1.553
C 8.655 -6.215 2.025
C 7.593 -5.168 1.828
C 7.922 -3.772 2.330
O 6.638 -3.268 2.711
C 5.834 -4.318 2.985
O 4.744 -4.235 3.455
O 6.429 -5.475 2.626
H 9.518 -5.983 1.399
H 8.972 -6.250 3.067
H 8.279 -7.195 1.738
H 7.262 -5.127 0.787
H 8.353 -3.111 1.584
H 8.562 -3.811 3.216
C -0.064 -8.994 6.200
C 0.553 -9.542 4.943
C 2.034 -9.878 5.010
O 2.471 -9.621 3.671
C 1.629 -8.722 3.118
O 1.818 -8.161 2.086
O 0.546 -8.543 3.901
H -0.074 -9.766 6.970
H 0.503 -8.137 6.564
H -1.091 -8.683 6.015
H -0.010 -10.400 4.563
H 2.255 -10.910 5.263
H 2.563 -9.200 5.686
C -5.373 8.384 -1.793
C -3.988 8.957 -1.863
C -3.247 9.064 -0.542
O -2.406 10.203 -0.743
C -2.979 10.989 -1.691
O -2.619 12.088 -1.962
O -4.008 10.340 -2.276
H -5.311 7.338 -1.494
H -5.981 8.922 -1.064
H -5.865 8.443 -2.763
H -3.373 8.420 -2.592
H -2.628 8.205 -0.299
H -3.938 9.273 0.279
C -3.377 4.068 -5.484
C -1.906 4.415 -5.463
O -1.181 3.339 -4.883
C 0.189 3.318 -5.234
P 0.650 2.054 -6.493
N -0.641 2.305 -7.615
H -3.520 3.100 -5.963
H -3.927 4.820 -6.050
H -3.803 4.019 -4.484
H -1.734 5.333 -4.883
H -1.554 4.587 -6.483
H 0.514 4.298 -5.597
H 0.778 3.086 -4.338
H 0.103 0.964 -5.773
H -0.277 2.318 -8.560
H -1.390 1.627 -7.578
*
```

***

Entry from OMol25: a molecular structure, C16H16AuO6 (the ωB97M-V functional and the def2-TZVPD basis).

E (eV): -32830.7785
Gap between HOMO and LUMO (eV): 8.096
Largest force on an atom (eV Å⁻¹): 0.24

```
! wB97M-V def2-TZVPD RIJCOSX def2/J DEFGRID3
* xyz -1 1
Au -0.128 -0.064 -0.829
O 1.226 2.772 1.458
C 0.327 2.036 1.091
O 0.060 1.830 -0.177
C -0.648 1.503 2.158
C -2.127 1.577 1.719
C -3.006 1.774 2.962
C -2.909 0.368 3.606
C -2.052 -0.382 2.569
O -2.451 0.238 1.339
C -0.580 0.026 2.702
C 0.382 -0.975 2.024
O 1.593 -0.836 2.230
O -0.176 -1.874 1.317
H -0.479 2.178 2.996
H -2.313 2.249 0.885
H -4.031 2.003 2.667
H -2.646 2.575 3.607
H -3.892 -0.094 3.704
H -2.440 0.381 4.591
H -2.204 -1.454 2.503
H -0.268 0.067 3.747
C 2.028 -2.407 -0.424
C 0.597 -2.792 -0.631
O -0.183 -2.121 -1.334
C 0.139 -4.153 -0.233
C -1.228 -4.418 -0.248
C -1.699 -5.667 0.116
C -0.809 -6.664 0.497
C 0.553 -6.402 0.521
C 1.025 -5.147 0.164
H 2.188 -1.400 -0.803
H 2.667 -3.109 -0.969
H 2.274 -2.413 0.637
H -1.900 -3.619 -0.526
H -2.764 -5.865 0.114
H -1.178 -7.641 0.784
H 1.248 -7.173 0.828
H 2.086 -4.942 0.205
*
```

***

Entry from OMol25: 2 unconnected molecules or ions with the total composition C3H10N2O at a distorted geometry (the ωB97M-V functional and the def2-TZVPD basis).

⟨S²⟩: 2.0071
E (eV): -8276.2228
Gap between HOMO and LUMO (spin up / spin down) (eV): 8.844 / 9.995
Largest force on an atom (eV Å⁻¹): 4.12

```
! wB97M-V def2-TZVPD RIJCOSX def2/J DEFGRID3
* xyz 2 3
C 0.541 -0.325 0.135
C 1.192 0.886 0.323
C -1.695 -0.507 0.063
N 2.549 0.962 0.861
N -1.960 -1.243 -1.119
O 1.005 0.514 -0.965
H 0.769 -1.376 0.062
H 0.512 1.700 0.687
H -2.013 0.454 0.275
H -1.569 -1.136 0.943
H 3.006 0.085 0.743
H 2.562 1.046 1.854
H 3.067 1.711 0.425
H -1.949 -2.193 -0.822
H -1.303 -0.962 -1.804
H -2.838 -1.006 -1.682
*
```

***

- What is the E in the third record?
  -8276.2228 eV